C35H29Br2N4O2RuS2 | ωB97M-V/def2-TZVPD

```
! RIJCOSX wB97M-V def2-TZVPD def2/J DEFGRID3
* xyz 2 2
Ru 1.682 0.413 -2.009
Br 8.295 1.291 -2.101
C 6.432 0.995 -2.207
C 5.916 -0.301 -2.223
C 4.546 -0.469 -2.261
N 3.696 0.558 -2.274
C 4.179 1.822 -2.286
C 5.548 2.069 -2.255
C 3.154 2.872 -2.307
C 3.447 4.232 -2.260
C 2.408 5.156 -2.226
Br 2.756 7.001 -2.077
C 1.095 4.685 -2.288
C 0.882 3.327 -2.365
N 1.873 2.426 -2.346
H 6.578 -1.151 -2.197
H 4.104 -1.461 -2.272
H 5.932 3.074 -2.265
H 4.466 4.580 -2.233
H 0.265 5.371 -2.269
H -0.130 2.940 -2.436
S -0.660 0.445 -1.989
C -1.085 0.536 -0.286
N -2.392 0.672 0.008
C -2.749 0.853 1.397
C -1.905 -0.085 2.254
N -0.510 0.187 2.005
C 0.371 0.253 3.144
C 0.027 1.478 3.959
C 0.088 2.737 3.361
C -0.250 3.868 4.079
C -0.660 3.751 5.401
C -0.718 2.499 6.002
C -0.385 1.366 5.281
C -0.126 0.448 0.736
S 1.583 0.618 0.439
C -3.470 0.506 -0.940
C -4.303 -0.691 -0.548
C -5.625 -0.544 -0.143
C -6.369 -1.658 0.201
C -5.794 -2.923 0.150
C -4.468 -3.070 -0.234
C -3.721 -1.959 -0.577
H -3.810 0.641 1.525
H -2.559 1.892 1.697
H -2.127 -1.130 2.002
H -2.117 0.071 3.312
H 1.405 0.306 2.794
H 0.241 -0.655 3.740
H 0.419 2.822 2.335
H -0.193 4.842 3.614
H -0.927 4.633 5.962
H -1.025 2.410 7.034
H -0.426 0.397 5.754
H -3.049 0.363 -1.939
H -4.085 1.413 -0.937
H -6.081 0.435 -0.110
H -7.397 -1.546 0.507
H -6.383 -3.791 0.403
H -4.025 -4.054 -0.272
H -2.689 -2.055 -0.881
O -0.293 -1.807 -1.226
C 0.732 -2.341 -1.683
O 1.717 -1.678 -2.127
C 0.796 -3.834 -1.671
C -0.238 -4.518 -1.030
C -0.247 -5.900 -1.011
C 0.780 -6.604 -1.621
C 1.812 -5.926 -2.252
C 1.832 -4.540 -2.275
H -1.028 -3.952 -0.562
H -1.051 -6.428 -0.522
H 0.777 -7.684 -1.605
H 2.607 -6.481 -2.724
H 2.631 -4.014 -2.773
*
```

Properties
**Relative energy (zero: lowest compared OMol25 entry of this formula, charge and spin)**: 166.3 kJ/mol
**E_LUMO (alpha / beta)**: -0.275 / -0.280 Eh
**Maximum force**: 0.0995 Eh/bohr
**Gap between HOMO and LUMO (alpha / beta)**: 5.9 / 5.7 eV

Results of the Mulliken charge analysis, in e, for atoms 1 through 2:
1. Ru 0.24
2. Br -0.07